14
Properties=species:S:1:pos:R:3:nbo_charge:R:1 method="wB97M-V/def2-TZVPD" lumo_ev=0.868 energy_ev=-11535.4665 relative_energy_kcal_mol=62.0
H -2.009 -1.229 0.409 0.217
H 1.632 2.276 0.458 0.249
C -0.028 0.747 -0.056 0.096
C 2.108 0.098 -0.120 0.669
C 1.361 1.250 0.085 -0.432
H -1.395 -2.135 -0.834 0.221
H -2.133 0.930 -0.045 0.379
H -0.595 -2.391 0.806 0.236
N -1.239 1.482 -0.295 -0.834
C 0.002 -0.650 -0.202 0.191
F 3.367 -0.113 -0.072 -0.278
C -1.055 -1.688 0.107 -0.656
H -1.345 2.502 0.054 0.386
O 1.331 -1.079 -0.295 -0.445